[1]
Formula: C22H85CuN40O21
Source: OMol25
Level of theory: ωB97M-V/def2-TZVPD

Structure (XYZ):
```
169
C22H85CuN40O21, DFT ωB97M-V/def2-TZVPD
Cu -27.558 0.771 13.107
O -24.896 6.472 13.050
O -24.712 -6.799 5.773
O -29.626 0.635 4.880
O -26.059 -4.438 11.332
O -30.595 -0.239 9.441
O -28.334 3.099 12.500
O -30.010 -5.895 12.441
O -22.126 -2.151 7.300
O -21.694 2.347 11.309
O -28.720 4.291 7.804
O -21.485 2.142 5.528
O -25.816 -3.962 7.888
O -27.036 2.636 16.112
O -27.298 -0.791 14.695
O -21.704 -2.393 11.257
O -29.903 -0.025 12.891
O -25.790 1.255 11.567
O -23.519 0.055 16.400
O -18.712 -0.286 13.468
O -23.361 4.583 7.611
O -25.985 0.392 5.626
N -28.183 5.154 13.253
N -23.857 3.221 9.209
N -26.175 -2.442 15.708
N -23.544 -5.816 7.393
N -30.324 -1.050 7.440
N -20.334 0.387 14.695
N -24.398 -3.488 10.146
N -23.225 2.818 12.645
N -28.992 3.711 9.951
N -27.821 -3.097 8.219
N -24.919 -0.853 7.141
N -21.067 -0.020 5.468
N -31.351 -1.307 11.743
N -21.296 -0.436 10.153
N -28.904 -5.173 10.575
N -27.404 2.890 8.911
N -28.751 1.152 15.902
N -30.517 -4.018 11.560
N -28.754 -1.403 4.450
N -24.540 0.883 14.670
N -21.770 -0.560 12.346
N -27.680 -2.799 14.084
N -30.856 -1.857 13.705
N -23.336 7.678 11.835
N -29.682 0.986 7.772
N -29.147 3.303 15.696
N -18.263 0.325 15.547
N -21.407 -3.887 8.546
N -22.448 0.669 6.918
N -20.971 -3.906 6.484
N -23.663 -1.097 14.554
N -26.392 4.141 12.421
N -24.877 -1.481 5.108
N -24.193 -3.446 12.222
N -22.569 -7.294 6.133
N -21.238 3.551 13.130
N -23.411 5.657 11.552
N -29.313 -0.120 2.790
N -27.731 -4.695 6.950
N -21.753 3.685 8.927
C -29.785 -5.073 11.554
C -27.062 -1.965 14.878
C -28.244 2.398 15.936
C -19.089 0.167 14.534
C -21.551 -1.173 11.220
C -25.359 -0.595 5.961
C -24.918 -3.876 11.270
C -29.157 -0.211 4.072
C -24.032 6.628 12.169
C -26.694 -0.582 10.288
C -23.675 -6.639 6.362
C -23.012 3.822 8.451
C -23.891 -0.038 15.318
C -30.225 -0.075 8.273
C -25.453 0.110 10.876
C -30.668 -0.978 12.787
C -21.560 -3.226 7.418
C -27.044 -3.923 7.642
C -22.023 2.948 12.254
C -21.692 1.010 5.931
C -27.658 4.061 12.742
C -28.393 3.698 8.832
H -23.400 3.246 13.543
H -22.600 5.879 10.992
H -23.358 -2.926 11.990
H -29.162 5.086 13.492
H -26.107 3.313 11.918
H -24.631 -1.788 7.391
H -24.809 3.371 8.907
H -23.472 2.629 9.932
H -29.040 -4.493 9.840
H -26.686 2.957 8.205
H -27.394 0.014 9.703
H -28.725 -4.543 6.846
H -32.197 -1.857 11.795
H -24.690 -2.392 5.503
H -28.283 -2.074 3.861
H -21.054 -3.472 5.576
H -23.628 8.589 12.161
H -30.080 -0.990 6.462
H -28.754 -2.804 7.967
H -17.332 -0.058 15.465
H -29.588 0.843 2.657
H -28.588 -2.665 13.663
H -31.598 -2.535 13.606
H -21.676 -0.823 5.410
H -18.587 0.854 16.344
H -20.548 0.111 4.612
H -28.532 3.086 10.597
H -24.921 -0.472 11.628
H -20.690 -4.592 8.638
H -31.234 -3.855 12.252
H -27.266 -3.665 13.771
H -27.555 5.834 13.658
H -21.754 -7.197 6.721
H -24.535 -3.533 13.168
H -29.525 1.003 6.775
H -28.072 -5.701 10.794
H -22.834 -5.993 8.089
H -30.053 2.958 15.412
H -29.608 1.764 8.412
H -29.701 0.832 15.774
H -20.630 0.630 15.630
H -27.279 -2.661 8.951
H -24.019 2.403 12.179
H -21.837 3.207 9.813
H -31.328 -0.688 10.946
H -22.479 -0.315 7.144
H -26.363 -1.450 9.719
H -25.000 -0.208 7.914
H -27.141 2.612 9.846
H -21.065 4.269 8.472
H -21.531 3.932 14.019
H -20.986 -0.847 9.284
H -25.292 -1.525 4.188
H -24.085 -1.106 13.637
H -26.125 -3.448 15.637
H -24.608 0.732 13.674
H -23.451 -3.141 10.096
H -28.078 0.450 16.176
H -30.343 -3.240 10.939
H -24.661 1.779 15.121
H -24.820 0.254 10.000
H -30.500 -1.885 14.649
H -22.630 -7.926 5.348
H -23.048 -1.792 14.952
H -24.368 -5.270 7.602
H -23.503 4.721 11.921
H -28.862 4.259 15.854
H -29.776 4.348 9.946
H -28.920 -1.612 5.424
H -21.298 0.564 10.298
H -22.122 -3.881 9.259
H -25.805 4.942 12.602
H -29.313 -0.882 2.127
H -20.962 0.113 13.953
H -27.324 -5.516 6.526
H -20.238 3.547 12.993
H -22.861 1.452 7.405
H -21.980 -1.068 13.193
H -27.334 -1.073 11.020
H -22.462 7.548 11.346
H -21.647 0.442 12.309
H -20.460 -4.776 6.525
H -25.095 -3.426 9.418
H -25.671 -1.888 16.386
H -30.687 -1.848 7.942
```

Output
Relative energy (zero: lowest compared OMol25 entry of this formula, charge and spin) (eV): 13.3908
E_HOMO (eV): -7.89

Results of the Mulliken charge analysis, in e, for atoms 1 through 6: 1.176, -0.799, -0.678, -0.813, -0.663, -0.888

[2]
Formula: C23H11Co2NO8
Source: OMol25
Level of theory: ωB97M-V/def2-TZVPD

Structure (XYZ):
```
45
C23H11Co2NO8, DFT ωB97M-V/def2-TZVPD
Co -3.022 -2.271 1.091
Co -0.671 -1.931 1.568
O 3.158 1.412 0.664
O 1.834 -1.620 2.999
O -2.642 -4.425 -0.794
O 0.302 -4.153 0.024
O -1.634 -3.977 3.426
O -1.200 2.150 -0.520
O -5.109 -1.030 -0.516
O -4.923 -3.590 2.834
N 0.825 1.262 0.038
C 0.441 -2.710 -3.175
C -4.300 -1.578 0.101
C -0.035 -3.224 0.598
C -0.069 4.814 0.511
C 0.840 -1.764 2.403
C -0.724 -0.415 0.451
C 0.788 -0.897 -1.499
C 0.308 -0.048 -0.379
C -0.294 2.369 0.259
C -1.501 -3.204 2.572
C 1.651 3.231 1.276
C 2.070 5.653 1.095
C -1.887 -0.654 1.056
C -0.024 -1.908 -2.107
C 2.038 -0.717 -2.060
C 2.514 4.300 1.235
C 0.324 3.544 0.859
C 2.058 1.899 0.792
C 2.466 -1.460 -3.127
C -4.218 -3.075 2.103
C -2.767 -3.540 -0.055
C 0.759 5.931 0.744
C 1.724 -2.475 -3.700
H 3.453 -1.314 -3.484
H 2.106 -3.172 -4.447
H -2.399 0.200 1.603
H -1.076 4.967 0.082
H 0.683 1.544 -1.029
H 2.750 6.500 1.282
H 3.602 4.114 1.342
H -1.065 -2.095 -1.684
H 2.659 -0.001 -1.587
H 0.387 6.953 0.662
H -0.179 -3.595 -3.507
```

Output
Relative energy (zero: lowest compared OMol25 entry of this formula, charge and spin) (eV): 4.3349
Total charge: -2
E_HOMO (eV): 1.29

Results of the Mulliken charge analysis, in e, for atoms 1 through 6: -0.158, 0.131, -0.710, -0.427, -0.419, -0.388

[3]
Formula: C23H12Cl3INORhS
Source: OMol25
Level of theory: ωB97M-V/def2-TZVPD

Structure (XYZ):
```
43
C23H12Cl3INORhS, DFT ωB97M-V/def2-TZVPD
I -5.468 0.036 -2.038
Rh -0.093 0.478 -1.269
Cl -3.886 -5.376 -2.077
Cl 0.892 5.687 -2.284
Cl 2.553 0.491 -1.849
S 0.053 2.646 -2.134
O -2.299 0.169 -1.745
N -0.329 -1.689 -1.894
C -4.367 -2.755 -2.048
C -1.988 -3.425 -1.956
C 4.150 2.623 -1.851
C -0.968 -4.390 -1.956
C 0.338 -3.980 -1.929
C -2.638 -1.008 -1.877
C -0.805 -0.636 4.132
C -1.615 -2.081 -1.905
C -3.394 -3.734 -2.017
C 2.827 2.228 -1.918
C 1.744 3.106 -2.043
C -0.168 0.404 1.982
C 2.112 4.460 -2.110
C 3.425 4.890 -2.045
C 4.453 3.971 -1.913
C 0.444 1.395 5.541
C -0.174 0.391 3.427
C 0.451 1.407 4.154
C -0.807 -0.652 5.519
C 0.617 -2.609 -1.906
C -0.143 0.429 0.765
C -4.023 -1.412 -1.997
C -0.183 0.364 6.230
H 3.630 5.950 -2.096
H -1.221 -5.441 -1.982
H 0.942 2.206 3.613
H -1.300 -1.459 6.047
H 5.481 4.303 -1.860
H -5.405 -3.047 -2.111
H -1.297 -1.424 3.575
H 1.638 -2.248 -1.898
H -0.187 0.355 7.313
H 4.927 1.878 -1.749
H 1.151 -4.692 -1.930
H 0.931 2.193 6.087
```

Output
Relative energy (zero: lowest compared OMol25 entry of this formula, charge and spin) (eV): 0.0000
Expectation value of S²: 6.0592
E_HOMO (spin up / spin down) (eV): -7.01 / -7.50
Spin multiplicity: 5

Results of the Mulliken charge analysis, in e, for atoms 1 through 6: 0.203, 0.034, -0.208, -0.214, -0.119, -0.198

Question: Which value of relative energy (zero: lowest compared OMol25 entry of this formula, charge and spin) does entry 3 give?
Answer: 0.0000 eV

Question: The lowest relative energy (zero: lowest compared OMol25 entry of this formula, charge and spin) belongs to which entry?
Answer: C23H12Cl3INORhS

Question: Which of these has the highest relative energy (zero: lowest compared OMol25 entry of this formula, charge and spin)?
Answer: C22H85CuN40O21